{"formula": "C30H50OP4W", "method": "wB97M-V/def2-TZVPD", "total_charge": 4, "e_tot_ev": -72903.5335, "largest_force_ha_per_bohr": 0.0868, "s2": 2.018, "mol_weight_da": 734.5, "multiplicity": 3, "orbital_gap_ev": [4.48, 4.47], "species": ["W", "P", "P", "P", "H", "C", "C", "H", "C", "C", "C", "C", "C", "C", "C", "C", "C", "H", "H", "H", "H", "H", "H", "H", "H", "H", "H", "H", "H", "H", "H", "H", "H", "H", "H", "H", "H", "H", "H", "H", "H", "H", "H", "H", "H", "H", "C", "C", "C", "C", "C", "C", "O", "H", "H", "H", "H", "H", "H", "C", "P", "C", "C", "C", "C", "C", "C", "C", "C", "C", "C", "C", "C", "H", "H", "H", "H", "H", "H", "H", "H", "H", "H", "H", "H", "H"], "coordinates": [[-0.31, -0.29, -0.73], [-1.11, 0.24, 1.61], [-2.25, -1.87, -0.75], [0.90, 1.90, -0.46], [-2.55, 0.53, -2.52], [-1.52, 0.59, -2.14], [-0.44, -0.20, -2.86], [-0.77, -0.93, -3.60], [-2.19, 1.71, 1.66], [-2.16, -1.01, 2.43], [-0.08, 0.63, 3.10], [-1.93, -2.96, -2.14], [-2.96, -3.25, 0.30], [-3.92, -1.05, -0.99], [2.59, 2.08, -1.16], [1.37, 2.58, 1.19], [0.00, 3.39, -1.11], [-1.12, 1.57, -1.83], [0.16, 0.43, -3.49], [-2.79, 1.67, 2.58], [-2.87, 1.74, 0.79], [-1.60, 2.63, 1.68], [-2.29, -0.75, 3.49], [-1.69, -2.00, 2.38], [-3.15, -1.06, 1.96], [-0.03, 1.71, 3.30], [0.95, 0.25, 3.00], [-0.51, 0.13, 3.99], [-2.85, -3.52, -2.31], [-1.18, -3.71, -1.85], [-1.58, -2.50, -3.05], [-3.63, -3.88, -0.32], [-3.57, -2.85, 1.12], [-2.18, -3.92, 0.69], [-4.57, -1.73, -1.57], [-3.91, -0.07, -1.49], [-4.38, -0.93, 0.00], [3.32, 2.14, -0.35], [2.65, 2.99, -1.76], [2.85, 1.22, -1.78], [2.10, 3.38, 1.03], [1.87, 1.79, 1.77], [0.51, 2.99, 1.73], [0.75, 4.15, -1.37], [-0.68, 3.77, -0.33], [-0.61, 3.22, -2.01], [3.19, 1.18, -4.65], [2.08, 2.00, -4.25], [1.93, 3.31, -4.66], [2.91, 3.93, -5.45], [3.95, 3.14, -5.97], [4.01, 1.78, -5.69], [3.39, 0.07, -4.08], [1.12, -0.41, -1.86], [1.45, 1.59, -3.47], [1.04, 3.84, -4.34], [2.84, 5.00, -5.64], [4.74, 3.58, -6.58], [4.77, 1.16, -6.15], [3.32, -1.27, -0.91], [1.69, -1.53, -0.15], [1.48, -3.28, -0.60], [1.45, -3.57, -1.98], [0.98, -4.83, -2.41], [0.58, -5.79, -1.46], [0.80, -5.54, -0.10], [1.31, -4.32, 0.32], [2.12, -1.53, 1.64], [1.33, -2.23, 2.58], [1.72, -2.30, 3.92], [2.87, -1.64, 4.36], [3.61, -0.87, 3.45], [3.21, -0.76, 2.12], [3.25, -1.06, -1.98], [3.89, -2.20, -0.75], [3.84, -0.45, -0.42], [1.80, -2.83, -2.71], [0.87, -5.02, -3.48], [0.12, -6.73, -1.79], [0.64, -6.34, 0.63], [1.60, -4.18, 1.36], [0.45, -2.79, 2.26], [1.10, -2.85, 4.63], [3.20, -1.72, 5.40], [4.52, -0.35, 3.77], [3.77, -0.09, 1.45]]}



{"formula": "C8H31BF4N2O6", "method": "wB97M-V/def2-TZVPD", "total_charge": 0, "e_tot_ev": -35614.0365, "largest_force_ha_per_bohr": 0.0683, "mol_weight_da": 338.1, "orbital_gap_ev": 9.52, "species": ["O", "H", "H", "H", "B", "F", "F", "F", "F", "C", "C", "C", "O", "C", "N", "H", "H", "H", "H", "H", "H", "H", "H", "H", "H", "H", "C", "C", "C", "O", "C", "N", "H", "H", "H", "H", "H", "H", "H", "H", "H", "H", "H", "O", "H", "H", "O", "H", "H", "O", "H", "H"], "coordinates": [[1.77, -0.37, 0.39], [1.47, -1.28, 0.30], [2.10, -0.16, 1.27], [1.03, 0.22, 0.23], [3.50, -3.34, 1.13], [4.35, -4.07, 0.32], [2.84, -4.16, 1.96], [4.19, -2.33, 1.81], [2.55, -2.83, 0.27], [-2.77, 0.77, -0.52], [-3.53, 2.09, -0.22], [-3.38, 2.50, 1.33], [-2.00, 2.34, 1.61], [-1.61, 1.60, 2.80], [-2.90, 3.09, -1.01], [-1.71, 0.68, -0.27], [-2.84, 0.47, -1.56], [-3.20, -0.09, 0.01], [-4.59, 2.01, -0.47], [-3.93, 1.76, 1.92], [-3.68, 3.52, 1.56], [-2.45, 1.61, 3.50], [-0.76, 2.09, 3.26], [-1.35, 0.57, 2.54], [-1.94, 3.07, -0.70], [-3.36, 3.96, -0.78], [-0.32, -3.70, -2.26], [0.45, -2.43, -1.78], [0.01, -1.21, -2.60], [0.61, -0.02, -2.05], [0.33, 1.23, -2.66], [-0.04, -2.32, -0.39], [0.16, -3.93, -3.22], [-1.37, -3.59, -2.52], [-0.09, -4.68, -1.83], [1.53, -2.59, -1.76], [-1.07, -1.31, -2.55], [0.28, -1.42, -3.63], [0.51, 1.26, -3.73], [0.96, 2.06, -2.32], [-0.72, 1.51, -2.69], [-1.00, -2.62, -0.42], [0.44, -3.08, 0.08], [4.38, 2.38, 1.51], [4.46, 2.43, 0.56], [4.46, 1.45, 1.72], [2.41, 0.01, 2.82], [2.24, -0.80, 3.30], [2.24, 0.71, 3.45], [0.60, 2.10, 0.48], [0.95, 2.89, 0.89], [-0.25, 1.97, 0.91]]}